# 1
C3H4S2 | ωB97M-V/def2-TZVPD

Each line ends with the Mulliken charge.
Cartesian coordinates (Å):
1 C -1.2174 -0.0208 -0.1833  -0.34
2 C 1.6248 -0.4839 -0.2514  -0.63
3 C -0.3197 0.6328 0.7531  -0.18
4 S -2.8177 -0.3204 0.1447  -0.24
5 S 1.2478 1.0123 0.4423  0.05
6 H -0.8436 -0.4156 -1.1560  0.36
7 H 0.8306 -1.2052 -0.1067  0.43
8 H 2.4933 -0.4703 -1.0233  0.24
9 H -0.9980 1.2711 1.3807  0.31

Output
Electronic energy = -24842.74590 eV
ΔE to the lowest compared entry with this formula, charge and spin = 66.77 kcal per mole
E_HOMO (spin up / spin down) = -8.216 / -8.287 eV
Frontier orbital gap (spin up / spin down) = 0.24390 / 0.27280 Eh
LUMO level (spin up / spin down) = -1.58 / -0.86 eV

=====

# 2
C20H12BrNO11RhS3 | ωB97M-V/def2-TZVPD

Each line ends with the Mulliken charge.
Cartesian coordinates (Å):
1 Rh 0.2463 -1.0372 -0.5765  0.86
2 O 4.2131 -1.3347 -1.0127  -0.62
3 S 3.3342 -2.2638 -0.3723  1.10
4 O 3.6726 -3.6599 -0.4775  -0.65
5 O 1.8952 -2.1075 -0.7503  -0.55
6 C 3.4605 -1.9371 1.4005  0.31
7 C 4.7778 -2.0742 1.8273  -1.00
8 C 5.1196 -1.9990 3.1650  -0.63
9 C 4.1340 -1.7980 4.1167  -0.56
10 C 2.8210 -1.6423 3.7119  -0.53
11 C 2.4755 -1.7019 2.3635  0.22
12 S 0.7509 -1.3723 2.0483  1.91
13 O 0.1243 -1.1327 3.3083  -0.67
14 O 0.7416 -0.1689 1.1035  -0.54
15 O 0.1559 -2.4523 1.2536  -0.62
16 H 5.5397 -2.2472 1.0794  0.42
17 H 6.1559 -2.1026 3.4601  0.38
18 H 4.3813 -1.7528 5.1691  0.38
19 H 2.0407 -1.4595 4.4353  0.51
20 O -2.7584 1.6134 -2.2651  -0.60
21 S -2.8861 0.8549 -1.0563  0.92
22 O -3.0185 1.5673 0.1833  -0.63
23 N -1.7207 -0.3087 -0.9593  -0.30
24 C -2.2392 -1.5448 -1.1119  1.42
25 O -1.4856 -2.5271 -1.1691  -0.80
26 C -3.7192 -1.5828 -1.2227  -0.01
27 C -4.5578 -2.6783 -1.3164  -0.71
28 C -5.9222 -2.4375 -1.4076  -0.49
29 C -6.4212 -1.1366 -1.4148  -0.55
30 C -5.5730 -0.0397 -1.3230  -0.57
31 C -4.2224 -0.3006 -1.2210  0.37
32 H -4.1488 -3.6795 -1.3133  0.53
33 H -6.6112 -3.2695 -1.4722  0.38
34 H -7.4892 -0.9785 -1.4923  0.39
35 H -5.9540 0.9723 -1.3283  0.44
36 Br 3.8709 3.8209 -1.6840  -0.18
37 C 2.0102 3.9041 -1.3212  0.03
38 C 1.4293 5.1636 -1.3392  -0.45
39 C 0.0673 5.3045 -1.1143  -0.48
40 C -0.7159 4.1846 -0.8815  -0.62
41 C -0.1210 2.9373 -0.8867  0.50
42 C 1.2383 2.7666 -1.0988  0.30
43 C 1.7981 1.3747 -0.9900  0.65
44 O 2.8510 1.1792 -0.4356  -0.49
45 O 1.0629 0.4401 -1.5786  -0.72
46 H 2.0486 6.0287 -1.5313  0.39
47 H -0.3745 6.2930 -1.1236  0.36
48 H -1.7796 4.2666 -0.7001  0.40
49 H -0.6981 2.0556 -0.6788  -0.17

Output
Electronic energy = -150504.68528 eV
ΔE to the lowest compared entry with this formula, charge and spin = 0.00 kcal per mole
E_HOMO (spin up / spin down) = -6.496 / -6.496 eV
Frontier orbital gap (spin up / spin down) = 0.28545 / 0.28540 Eh
LUMO level (spin up / spin down) = 1.27 / 1.27 eV
Total charge = -1

=====

# 3
C5H6O | ωB97M-V/def2-TZVPD

Each line ends with the Mulliken charge.
Cartesian coordinates (Å):
1 C 0.3757 -1.4081 0.9027  -0.98
2 C 0.9585 -0.2069 0.1576  -0.40
3 C 0.2035 0.2196 -1.0002  0.11
4 C -0.4787 0.8045 -1.8436  -0.26
5 C -1.3749 1.5983 -0.9544  0.19
6 O -2.1105 1.0938 -0.1403  -0.47
7 H -0.5852 -1.1287 1.3459  0.29
8 H 0.2079 -2.2439 0.2180  0.32
9 H 1.0650 -1.7243 1.6928  0.31
10 H 1.9743 -0.3689 -0.2120  0.31
11 H 0.9994 0.6715 0.8266  0.26
12 H -1.2349 2.6930 -0.9931  0.33

Output
Electronic energy = -7326.12323 eV
ΔE to the lowest compared entry with this formula, charge and spin = 72.90 kcal per mole
E_HOMO = -9.929 eV
Frontier orbital gap = 0.38744 Eh
LUMO level = 0.61 eV